# 1
DFT (ωB97M-V/def2-TZVPD) results for one molecule with the formula C19H22O3.

Structure (ORCA input):
```
! RIJCOSX wB97M-V def2-TZVPD def2/J DEFGRID3
* xyz 0 1
C -3.837 -0.805 1.950
C -2.925 0.369 2.207
O -1.614 -0.168 2.560
C -0.630 0.776 2.595
C 0.576 0.265 3.420
C 1.834 0.975 2.929
O 2.018 2.147 2.833
C 2.956 -0.068 2.680
C 2.337 -1.455 2.949
C 0.811 -1.251 3.166
O -0.741 1.847 2.076
H -4.810 -0.459 1.624
H -3.469 -1.468 1.168
H -4.012 -1.424 2.828
H -2.845 1.009 1.306
H -3.308 0.960 3.056
H 3.351 0.083 1.672
H 3.773 0.167 3.376
H 2.567 -2.184 2.154
H 2.777 -1.799 3.881
H 0.387 -1.893 3.956
H 0.294 -1.498 2.220
C -0.914 -0.055 5.559
C -2.030 1.063 5.651
C -1.326 2.273 5.101
C 0.008 2.126 4.977
C 0.369 0.659 5.001
C 1.692 0.285 5.686
C 2.735 1.206 5.773
C 3.957 0.834 6.348
C 4.103 -0.440 6.913
C 3.042 -1.357 6.861
C 1.832 -0.993 6.244
H -0.757 -0.440 6.579
H -1.223 -0.880 4.909
H -2.975 0.809 5.165
H -2.261 1.220 6.721
H -1.878 3.198 4.867
H 0.761 2.891 4.904
H 2.642 2.242 5.414
H 4.795 1.544 6.342
H 5.005 -0.691 7.457
H 3.133 -2.360 7.286
H 0.996 -1.705 6.237
*
```

## Properties
* E_LUMO: 0.75 eV
* highest occupied orbital energy: -8.813 eV

=====

# 2
DFT (ωB97M-V/def2-TZVPD) results for C27H30GeN5OsS as an isolated structure.

Structure (ORCA input):
```
! RIJCOSX wB97M-V def2-TZVPD def2/J DEFGRID3
* xyz 1 1
Os 0.014 0.577 -0.036
C 4.338 -2.722 -1.176
C 3.536 -1.868 -0.257
N 3.869 -1.830 0.988
N 3.079 -1.063 1.813
C 2.024 -0.409 1.401
S 0.819 0.486 2.173
N 2.484 -1.140 -0.788
N 2.165 -1.340 -2.144
H 5.062 -3.277 -0.587
H 4.869 -2.113 -1.909
H 3.688 -3.403 -1.722
H 3.343 -1.107 2.788
H 2.751 -0.738 -2.716
H 1.199 -1.048 -2.256
C 2.640 5.224 -0.954
C 1.288 5.158 -0.231
C 0.223 5.954 -0.997
C 1.417 5.669 1.210
C 0.858 3.750 -0.179
N 0.525 2.655 -0.138
H 2.963 6.264 -0.994
H 2.562 4.848 -1.974
H 3.400 4.649 -0.423
H 0.534 6.997 -1.043
H -0.743 5.904 -0.494
H 0.108 5.584 -2.016
H 1.750 6.706 1.184
H 2.146 5.086 1.772
H 0.460 5.626 1.730
C 1.657 -0.383 -0.010
Ge -1.291 -1.491 0.143
C -0.824 -2.816 1.483
C -1.568 -3.067 2.633
C -1.129 -3.990 3.574
C 0.061 -4.676 3.376
C 0.809 -4.444 2.230
C 0.368 -3.519 1.295
C -1.994 -2.239 -1.514
C -3.341 -2.093 -1.846
C -3.842 -2.631 -3.024
C -3.003 -3.326 -3.883
C -1.662 -3.483 -3.563
C -1.163 -2.940 -2.388
C -2.340 0.062 0.688
C -2.640 0.461 2.011
C -3.121 1.720 2.284
C -3.296 2.659 1.255
C -2.977 2.318 -0.035
C -2.482 1.031 -0.326
H -2.511 -2.561 2.798
H -1.721 -4.179 4.459
H 0.399 -5.397 4.108
H 1.731 -4.986 2.064
H 0.962 -3.353 0.399
H -4.010 -1.558 -1.181
H -4.890 -2.512 -3.267
H -3.396 -3.749 -4.799
H -1.006 -4.030 -4.228
H -0.111 -3.078 -2.155
H -2.491 -0.235 2.826
H -3.368 1.991 3.302
H -3.688 3.642 1.480
H -3.120 3.026 -0.841
H -2.374 0.744 -1.373
*
```

## Properties
* E_LUMO (spin up / spin down): -3.47 / -3.47 eV
* highest occupied orbital energy (spin up / spin down): -10.423 / -10.424 eV

=====

# 3
DFT (ωB97M-V/def2-TZVPD) results for an isolated ion of composition C4H11N2O and charge -1.

Structure (ORCA input):
```
! RIJCOSX wB97M-V def2-TZVPD def2/J DEFGRID3
* xyz -1 1
N 0.390 2.688 -0.058
C -0.452 2.122 0.998
C -1.038 0.749 0.693
N -0.050 -0.259 0.568
C -0.504 -1.587 0.170
C 0.242 -1.955 -1.142
O 1.549 -1.702 -1.099
H 1.190 2.080 -0.192
H -0.129 2.635 -0.931
H -1.276 2.809 1.182
H 0.141 2.071 1.907
H -1.739 0.497 1.494
H -1.701 0.879 -0.189
H 0.753 -0.058 -0.027
H -0.243 -2.303 0.955
H -1.586 -1.587 0.000
H -0.327 -1.361 -1.921
H -0.057 -3.022 -1.345
*
```

## Properties
* E_LUMO: 4.00 eV
* highest occupied orbital energy: -2.507 eV

=====

# 4
DFT (ωB97M-V/def2-TZVPD) results for H12O6Zn as an isolated structure.

Structure (ORCA input):
```
! RIJCOSX wB97M-V def2-TZVPD def2/J DEFGRID3
* xyz 2 1
Zn 0.036 -0.022 0.131
O 0.289 1.989 -0.078
H -0.199 2.572 -0.660
H 1.038 2.510 0.210
O 1.940 -0.587 -0.369
H 2.614 -0.099 -0.842
H 2.355 -1.422 -0.153
O -0.599 -1.953 0.104
H -1.041 -2.491 -0.553
H -0.527 -2.521 0.871
O -1.897 0.628 0.469
H -2.266 1.369 0.948
H -2.415 0.579 -0.335
O 0.575 -0.055 1.997
H -0.097 -0.353 2.611
H 1.403 -0.275 2.422
O -0.367 -0.013 -1.873
H 0.018 -0.531 -2.580
H -0.862 0.673 -2.321
*
```

## Properties
* E_LUMO: -7.14 eV
* highest occupied orbital energy: -20.465 eV

=====

Calculated values (g/mol) of molecular weight for the records, taken in order: 298.38; 719.48; 103.14; 173.48.
Calculated values (kJ/mol) of ΔE to the lowest compared entry with this formula, charge and spin for the records, taken in order: 0.0; 10.8; 100.9; 53.9.